a.
H3O3P | ωB97M-V/def2-TZVPD

Properties
SMILES string: O=[PH](O)O
Molecular weight: 82.0 g/mol
Total charge: 0
Frontier orbital gap: 12.337 eV

Each atom is followed by the atoms it is bonded to, with distances in Å.
Geometry (Å):
1 O 0.6929 0.9313 -1.1937  P2 1.437
2 P -0.0188 0.3280 -0.1014  O1 1.437, O3 1.617, O4 1.562, H5 1.427
3 O -0.7896 -0.9741 -0.6717  P2 1.617, H6 0.919
4 O 0.9642 -0.2435 0.9702  P2 1.562, H7 1.049
5 H -1.0724 0.9057 0.6682  P2 1.427
6 H -1.5221 -1.2277 -0.1779  O3 0.919
7 H 1.7458 0.2802 0.5063  O4 1.049

=====

b.
H3O3P | ωB97M-V/def2-TZVPD

Properties
SMILES string: O=PO.O
Molecular weight: 82.0 g/mol
Total charge: 0
Frontier orbital gap: 10.846 eV

Each atom is followed by the atoms it is bonded to, with distances in Å.
Geometry (Å):
1 O -1.2729 -0.1061 -0.2964  P2 1.449
2 P -0.5183 -1.2472 -0.7748  O1 1.449, O3 1.660
3 O 0.3223 -2.0069 0.4390  P2 1.660, H4 0.926
4 H 0.4474 -1.6234 1.2723  O3 0.926
5 O 0.6161 1.3970 -0.0784  H6 0.809, H7 1.030
6 H 0.8136 2.1035 -0.4205  O5 0.809
7 H -0.4081 1.4831 -0.1412  O5 1.030

=====

Most stable structure: a

=====

a.
C8H11N2O | ωB97M-V/def2-TZVPD

Properties
Molecular weight: 151.2 g/mol
Total charge: +1
Frontier orbital gap: 7.461 eV

Each atom is followed by the atoms it is bonded to, with distances in Å.
Geometry (Å):
1 C -1.9284 0.0549 -0.7198  C4 1.272, C5 1.428
2 C 0.7990 0.1568 -1.3205  N9 1.243, N10 1.382
3 C 2.9290 -0.2085 -1.9093  C6 1.589, N10 1.362, O11 1.182
4 C -2.5761 0.2366 -1.7996  C1 1.272, H12 1.129, H13 1.182
5 C -1.6062 -0.2387 0.6404  C1 1.428, C7 1.545, H14 1.040, H15 1.131
6 C 2.7096 -0.5698 -0.3773  C3 1.589, N9 1.450, H16 1.100, H17 1.197
7 C -0.4212 0.4292 1.3731  C5 1.545, C8 1.471, H18 1.118, H19 1.160
8 C 0.8695 -0.2291 1.1167  C7 1.471, N9 1.437, H20 1.116, H21 1.062
9 N 1.3409 -0.1134 -0.2355  C2 1.243, C6 1.450, C8 1.437
10 N 1.6987 0.1524 -2.3699  C2 1.382, C3 1.362, H22 0.975
11 O 3.9454 -0.2051 -2.5124  C3 1.182
12 H -3.6885 0.3366 -1.6331  C4 1.129
13 H -2.2045 0.1262 -2.9158  C4 1.182
14 H -2.4421 0.1491 1.1227  C5 1.040
15 H -1.6689 -1.3451 0.8652  C5 1.131
16 H 2.7166 -1.6421 -0.1343  C6 1.100
17 H 3.5771 -0.0271 0.2430  C6 1.197
18 H -0.2701 1.5004 1.0924  C7 1.118
19 H -0.6932 0.2942 2.4930  C7 1.160
20 H 1.8155 -0.0582 1.6836  C8 1.116
21 H 0.7442 -1.2524 1.3733  C8 1.062
22 H 1.4368 0.3782 -3.2812  N10 0.975

=====

b.
C8H11N2O | ωB97M-V/def2-TZVPD

Properties
SMILES string: NC/C=[N+](\O)c1ccccc1
Molecular weight: 151.2 g/mol
Total charge: +1
Frontier orbital gap: 8.595 eV

Each atom is followed by the atoms it is bonded to, with distances in Å.
Geometry (Å):
1 N 0.0205 2.8476 1.9053  C2 1.519, H12 0.970, H13 1.012
2 C -0.8517 2.9039 0.6632  N1 1.519, C3 1.487, H14 1.085, H15 1.053
3 C -0.6882 1.6227 -0.0728  C2 1.487, N4 1.353, H16 1.080
4 N -0.3524 0.4244 0.4586  C3 1.353, O5 1.380, C6 1.438
5 O -0.2161 0.2115 1.8150  N4 1.380, H17 0.885
6 C 0.0381 -0.7629 -0.2522  N4 1.438, C7 1.418, C11 1.409
7 C 1.1389 -0.8042 -1.1449  C6 1.418, C8 1.387, H18 1.127
8 C 1.4497 -2.0092 -1.7570  C7 1.387, C9 1.396, H19 1.082
9 C 0.6166 -3.1226 -1.6383  C8 1.396, C10 1.373, H20 1.087
10 C -0.3588 -3.1049 -0.6721  C9 1.373, C11 1.397, H21 1.104
11 C -0.7112 -1.9301 -0.0043  C6 1.409, C10 1.397, H22 1.064
12 H -0.1986 3.5556 2.5308  N1 0.970
13 H 1.0055 2.7735 1.6861  N1 1.012
14 H -0.5203 3.7060 0.0122  C2 1.085
15 H -1.8393 3.2061 0.8675  C2 1.053
16 H -0.7335 1.5319 -1.1481  C3 1.080
17 H -0.2835 0.9833 2.2420  O5 0.885
18 H 1.8947 0.0291 -1.0728  C7 1.127
19 H 2.3495 -2.0984 -2.3504  C8 1.082
20 H 0.8672 -4.0568 -2.1346  C9 1.087
21 H -0.9711 -3.9879 -0.4176  C10 1.104
22 H -1.6560 -1.9188 0.4842  C11 1.064

=====

Most stable structure: b